[1]
A 10-piece molecular cluster, C18H56O10 overall. Source: the OMol25 dataset; level of theory: the ωB97M-V functional and the def2-TZVPD basis.

```
84
Properties=species:S:1:pos:R:3:forces:R:3:lowdin_charge:R:1
O -0.8081 -4.0833 -2.0259 0.1 0.0 -0.1 -0.0296
H -0.3441 -4.4694 -2.7762 0.0 0.0 0.0 0.0557
H -1.5564 -4.6649 -1.8644 -0.1 0.1 0.1 0.0636
C -0.5533 3.4398 -2.3601 0.3 -0.4 0.2 -0.0906
C -0.1114 3.6896 -3.7957 -0.6 -0.3 0.3 -0.3137
O -0.3416 5.0326 -4.2029 0.2 -0.1 0.0 -0.0745
H 0.0772 3.9884 -1.6586 -0.1 0.2 0.0 0.0787
H -0.4438 2.3783 -2.1116 0.1 0.0 -0.1 0.0448
H -1.6031 3.6697 -2.1689 0.0 0.3 -0.2 0.0643
H -0.6463 3.0012 -4.4600 0.1 0.0 0.0 0.1096
H 0.9479 3.4616 -3.8813 0.1 0.3 -0.2 0.0989
H -1.2951 5.1506 -4.2311 0.0 0.1 0.0 0.0790
C 4.2776 0.9176 3.5827 -0.2 -0.3 -0.3 -0.0831
C 3.7736 1.9844 2.6231 0.2 -0.1 1.1 -0.2915
O 2.3984 1.7104 2.3483 0.4 0.2 -0.4 -0.1040
H 3.7950 0.9562 4.5589 0.0 0.2 0.0 0.0742
H 5.3574 0.9985 3.7031 0.0 0.0 0.1 0.0756
H 4.0526 -0.0684 3.1675 0.1 0.0 0.0 0.0805
H 4.4104 1.9827 1.7371 -0.3 0.0 -0.3 0.1131
H 3.8522 2.9573 3.1200 0.1 0.1 -0.2 0.1120
H 2.1354 2.2844 1.6217 -0.2 -0.1 0.0 0.0947
C -1.2344 1.7283 5.5460 -0.5 0.6 0.1 -0.0875
C -0.0271 1.9816 4.6814 0.3 -0.2 -0.3 -0.3319
O 0.5129 0.7294 4.2735 -0.1 -0.1 0.0 -0.1013
H -1.5673 2.6681 5.9993 0.2 -0.1 0.1 0.0747
H -1.0456 1.0092 6.3401 0.1 0.0 0.0 0.0755
H -2.0938 1.3965 4.9598 0.2 -0.3 -0.1 0.0682
H 0.7464 2.5615 5.1983 -0.1 0.0 0.2 0.1098
H -0.3106 2.5677 3.7982 -0.1 0.0 0.1 0.0931
H 1.2427 0.9119 3.6659 0.0 0.0 -0.1 0.0283
C 2.9830 0.6931 -3.3730 0.6 0.1 -0.4 -0.0802
C 2.2442 -0.2843 -4.2927 0.7 0.2 0.9 -0.3105
O 0.8712 -0.3585 -3.9491 0.1 0.1 -0.4 -0.0993
H 3.1176 0.3115 -2.3603 -0.4 0.0 0.1 0.0629
H 2.4852 1.6630 -3.3989 -0.2 0.0 0.3 0.0539
H 4.0082 0.8873 -3.7174 -0.1 -0.2 -0.2 0.0741
H 2.7061 -1.2709 -4.1829 0.0 0.0 -0.2 0.0986
H 2.3913 0.0564 -5.3153 -0.5 -0.1 -0.2 0.1068
H 0.8430 -0.6667 -3.0305 -0.2 0.0 0.0 0.0293
C -2.7003 0.0142 -2.8108 -0.3 -0.2 0.1 -0.0697
C -4.0371 0.7277 -2.9162 -0.1 -0.1 -0.3 -0.3008
O -5.0370 0.1149 -2.0946 0.2 0.3 0.0 -0.0837
H -1.8905 0.5941 -3.2524 0.0 -0.1 -0.1 0.0677
H -2.7682 -0.9532 -3.3143 0.2 0.0 -0.1 0.0810
H -2.4686 -0.2028 -1.7649 0.1 0.2 0.0 0.0637
H -4.3919 0.7429 -3.9518 0.1 0.0 0.0 0.1129
H -3.9651 1.7712 -2.6054 0.0 -0.1 0.2 0.1061
H -5.1921 -0.7749 -2.4245 0.0 0.0 0.1 0.0925
C 0.4815 0.0594 0.2389 -0.5 0.0 -0.3 -0.0575
C 0.0233 -1.3259 -0.1433 0.8 -0.7 0.4 -0.2724
O 0.4686 -1.6177 -1.4829 -0.5 0.1 0.1 -0.1347
H 1.5698 0.0728 0.2327 0.0 0.3 0.0 0.0767
H 0.1136 0.3576 1.2206 0.1 -0.2 0.1 0.0659
H 0.0691 0.7681 -0.4843 0.2 0.1 0.0 0.0593
H -1.0454 -1.5038 -0.0106 -0.1 0.3 -0.3 0.1107
H 0.5392 -2.0640 0.4857 -0.2 0.1 0.3 0.1141
H -0.0480 -2.3850 -1.7787 0.0 0.0 0.0 0.0503
C 2.4748 -4.9927 -1.1743 0.6 -0.1 0.1 -0.0899
C 2.8693 -3.9769 -2.2476 -0.6 -0.2 0.5 -0.3237
O 3.1120 -2.6995 -1.6990 0.3 0.0 0.1 -0.0891
H 2.1911 -5.9609 -1.5949 -0.2 0.1 -0.1 0.0716
H 1.6730 -4.6079 -0.5453 -0.1 0.0 -0.1 0.0610
H 3.3384 -5.2039 -0.5374 -0.1 0.2 0.1 0.0734
H 2.0540 -3.9146 -2.9826 0.2 0.0 -0.2 0.0974
H 3.7891 -4.3013 -2.7283 0.0 0.1 -0.2 0.1114
H 2.2702 -2.3452 -1.3758 -0.1 0.1 -0.2 0.0412
C -1.6040 -2.1687 3.1759 0.6 0.3 0.5 -0.0851
C -1.0568 -3.4084 3.8366 0.1 -0.2 0.3 -0.3230
O -2.1704 -4.2651 4.1291 0.3 0.0 -0.1 -0.0886
H -2.2189 -1.6234 3.8931 -0.4 -0.2 -0.2 0.0788
H -2.1380 -2.4600 2.2752 -0.2 0.3 0.0 0.0733
H -0.8082 -1.4484 2.9646 0.1 -0.2 -0.3 0.0582
H -0.5226 -3.1743 4.7652 -0.1 0.2 0.0 0.1100
H -0.3274 -3.9361 3.2100 -0.1 0.1 -0.2 0.1044
H -1.8136 -5.0847 4.4826 -0.1 0.0 0.0 0.0745
C -2.5119 2.6849 1.6378 0.4 -0.2 0.5 -0.0805
C -2.9367 2.2366 0.2661 -0.5 0.0 -0.3 -0.3336
O -3.9085 1.2034 0.4004 0.4 0.0 0.0 -0.0728
H -3.3741 2.8380 2.2874 -0.1 0.1 -0.1 0.0822
H -1.9131 3.5975 1.6320 -0.1 0.1 -0.2 0.0762
H -1.8874 1.9304 2.1267 -0.1 -0.1 -0.1 0.0569
H -2.0891 1.8751 -0.3277 0.1 0.1 0.1 0.0786
H -3.3934 3.0615 -0.2988 0.1 0.1 0.1 0.1088
H -4.0661 0.8462 -0.4826 -0.4 -0.2 0.2 0.0242
```
Forces are in eV/Å.

The charge is 0. The SMILES is CCO.CCO.CCO.CCO.CCO.CCO.CCO.CCO.CCO.O. Its gap between HOMO and LUMO is 9.8 eV. The LUMO energy is 0.05 eV. The HOMO energy comes out at -9.768 eV. As for the multiplicity: 1. For the energy above the lowest of the compared OMol25 structures with the same formula, charge and spin, the calculation gives 2.586 eV.

=====

[2]
One molecule with the formula C2H3NOS. Source: the OMol25 dataset; level of theory: the ωB97M-V functional and the def2-TZVPD basis.

```
8
Properties=species:S:1:pos:R:3:forces:R:3:lowdin_charge:R:1
C -1.8888 0.4000 -0.9238 1.0 2.4 0.3 -0.8452
C -0.0693 -0.7301 -0.0799 -0.6 4.2 -0.7 -0.3270
N -0.6694 0.8018 -0.5155 1.6 -2.4 1.0 0.0110
O -2.8487 0.9982 -1.2842 -0.9 0.1 -0.3 0.0443
S -1.6030 -1.3943 -0.7991 -1.2 -3.9 -0.5 0.8985
H 0.8333 -0.9304 -0.6417 0.1 -0.2 0.0 0.0526
H 0.0036 -0.8071 0.9960 0.1 -0.2 0.2 0.0531
H -0.3945 1.6885 -0.1270 -0.1 0.2 0.0 0.1127
```
Forces are in eV/Å.

The charge is 0. Its gap between HOMO and LUMO (spin up / spin down) is 6.0 / 7.0 eV. The LUMO energy (spin up / spin down) is 0.85 / -3.27 eV. The HOMO energy (spin up / spin down) comes out at -5.161 / -10.267 eV. As for the multiplicity: 3. For the energy above the lowest of the compared OMol25 structures with the same formula, charge and spin, the calculation gives 3.009 eV.

=====

[3]
A 2-piece molecular cluster, C5H13NO overall. Source: the OMol25 dataset; level of theory: the ωB97M-V functional and the def2-TZVPD basis.

```
20
Properties=species:S:1:pos:R:3:forces:R:3:lowdin_charge:R:1
C 0.0869 -0.7037 -2.6323 1.1 -0.7 2.4 0.0289
N 2.0616 -2.2437 -0.4279 -3.2 1.1 -3.3 0.1642
C 0.8477 -1.4714 -0.1617 2.5 -0.6 1.7 -0.2206
C 0.3856 -0.5305 -1.0690 -0.7 0.3 -2.6 -0.1382
C 0.1355 0.8968 -0.5779 2.1 -1.2 2.5 -0.0015
C 0.3279 -1.5640 1.2319 0.1 1.7 0.3 -0.0015
H 0.5329 -1.5596 -3.1843 0.0 0.7 0.6 0.1020
H 0.3960 0.2666 -2.9366 0.2 0.5 -1.3 0.0642
H -0.9883 -0.7990 -2.7286 -0.3 0.1 0.1 0.1014
H 2.0830 -2.1709 -1.4801 0.3 -0.7 1.0 0.1129
H 2.9593 -1.8270 -0.2253 0.1 0.2 1.2 0.1227
H 0.9860 1.1995 0.1905 -1.6 -0.8 -1.3 0.1492
H -0.7708 0.8564 0.0362 -0.2 0.7 -0.4 0.1067
H 0.2636 1.6244 -1.3581 -0.8 0.2 -0.4 0.0840
H 1.0309 -1.0279 1.9106 -0.2 -0.3 -0.3 0.1268
H -0.6677 -1.1124 1.4026 0.5 -0.2 -0.4 0.1070
H 0.3103 -2.5801 1.5499 0.1 -0.9 0.1 0.0921
H -4.1031 4.1971 3.3576 -0.4 0.1 0.3 0.0293
H -2.7043 4.3755 3.9467 0.4 0.3 1.0 0.0154
O -3.1730 4.1739 3.1558 0.1 -0.4 -1.3 -0.0447
```
Forces are in eV/Å.

The charge is +1. Its gap between HOMO and LUMO (spin up / spin down) is 8.6 / 7.0 eV. The LUMO energy (spin up / spin down) is -4.93 / -6.57 eV. The HOMO energy (spin up / spin down) comes out at -13.583 / -13.583 eV. As for the multiplicity: 2. For the energy above the lowest of the compared OMol25 structures with the same formula, charge and spin, the calculation gives 1.951 eV.